{"formula": "C35H58FN3O10PS", "method": "ωB97M-V with the def2-TZVPD basis set", "orbital_gap_ev": 7.74, "total_charge": 1, "e_homo_ev": -11.20, "symbols": ["C", "H", "C", "H", "H", "C", "H", "C", "O", "F", "S", "O", "C", "C", "C", "H", "C", "C", "H", "O", "C", "N", "H", "H", "H", "C", "H", "H", "C", "N", "H", "H", "H", "H", "C", "C", "C", "O", "H", "N", "C", "H", "C", "C", "H", "O", "H", "H", "H", "H", "C", "C", "H", "H", "H", "H", "H", "H", "H", "H", "O", "H", "H", "C", "H", "C", "C", "H", "H", "C", "H", "H", "C", "C", "H", "H", "H", "H", "H", "C", "H", "H", "O", "C", "O", "C", "H", "H", "H", "C", "H", "O", "H", "C", "C", "C", "P", "H", "H", "H", "C", "H", "H", "H", "O", "H", "H", "C", "H"], "xyz": [[-4.5110, -4.9367, -0.3267], [-0.2392, -4.6797, -7.1541], [-0.9335, -2.1068, -3.1917], [-3.9602, 1.1489, 3.0194], [-3.1385, -4.5607, -1.6454], [-1.7545, -0.8084, -1.1589], [-1.2497, -3.2900, -0.0552], [1.2681, 1.8075, 2.1559], [0.8693, 4.6701, -1.0230], [-1.1938, -1.7521, 1.6511], [3.6063, 1.9900, 5.8873], [-3.1284, -1.4071, -6.7131], [4.4156, 2.9384, -1.3031], [3.5564, 2.1715, -0.5558], [-2.1583, 1.1172, 1.0008], [-2.9668, -1.1616, 3.4244], [3.7524, 0.4297, 5.1349], [1.4160, 0.8509, -0.1806], [1.9889, 3.8314, 0.5520], [3.4703, -0.8754, -0.8998], [2.9267, 2.7783, -3.1458], [4.5521, -1.3144, 4.1363], [5.3362, 3.2667, -0.8272], [-1.0689, -1.2406, -3.8432], [3.0603, 3.0716, 3.8410], [2.5239, 2.9878, 4.7911], [-2.3657, -0.7510, 5.0600], [0.6703, 4.9098, 0.9654], [-4.0630, -2.1756, -5.9574], [4.8102, -0.0659, 4.5438], [-1.4229, 0.8693, 3.5197], [-2.3863, 1.6125, 0.0450], [1.2714, -5.3007, -4.2726], [-1.6357, -2.0886, 4.1276], [-2.0825, -1.0915, 4.0588], [-1.0253, -3.2207, -1.1181], [-1.2326, -2.0637, -1.8436], [-3.1264, 0.1791, 1.3972], [3.7849, 1.9285, 0.4833], [-0.6832, -0.0575, -0.4393], [2.3579, 1.6723, -1.0671], [-4.4414, 1.8093, 1.4387], [0.9661, 4.1017, 0.2820], [-0.1762, 5.7784, 5.2112], [4.3295, -0.4912, -0.6697], [2.8086, -0.5425, 5.0835], [-0.3542, -5.2324, -1.0767], [-0.8692, 3.3260, 1.0482], [-0.5262, 2.8252, -0.5889], [-4.7871, -2.6533, -6.6209], [-0.5741, -0.5779, 2.0545], [0.4063, -5.6328, -3.6801], [0.4928, 5.4921, 6.0271], [-0.1602, -3.5467, -9.1666], [-0.2926, -6.1626, -4.3331], [-0.5219, 2.7697, 3.1318], [-0.4757, 6.8205, 5.3340], [0.6573, -0.1437, -2.1000], [2.4308, 3.9494, 5.3034], [-5.3842, -5.5803, -0.2572], [-3.9086, -5.1369, -1.5997], [1.5146, 0.8756, 2.6801], [1.1587, 1.6717, -2.8563], [-1.0000, -0.1350, 3.4716], [2.7875, -2.5217, 4.2959], [-0.4678, -3.0759, -8.2301], [-0.5200, -4.3574, -1.7046], [2.6613, 3.0268, -4.1702], [1.2487, 6.1588, 3.9456], [-4.2269, 0.8806, 1.9847], [-1.0614, 5.1468, 5.2365], [-1.5561, -3.0756, -8.1546], [-0.7165, 0.5121, 0.9533], [3.3235, -1.6019, 4.4651], [-0.1464, -0.2441, 4.1458], [-3.8103, -5.1970, 0.4721], [-0.1057, -2.0516, -8.2072], [-0.1725, -3.2844, -4.8476], [0.9254, 3.7564, 3.0082], [1.1050, 2.3676, 4.6027], [-4.5885, -1.5388, -5.2408], [0.8212, -6.3075, -2.9245], [0.4698, 5.5931, 3.9505], [0.3978, 0.1337, -1.0831], [3.2934, -0.3854, 1.5279], [4.0970, 3.2656, -2.6094], [-4.8248, -3.8944, -0.2126], [0.4597, 2.7176, 5.4165], [2.2415, 2.2596, 1.9445], [0.4655, 1.5570, 0.8417], [1.2462, 1.2910, 4.7450], [1.5973, -1.9438, 0.3508], [-3.6254, -0.7335, -7.1861], [2.0798, 2.0052, -2.3764], [-0.4287, -3.2398, -3.7795], [-0.1871, -4.3927, -3.0541], [2.4724, -0.6088, 0.3388], [2.1350, -2.6859, 0.0304], [-2.1247, 1.8948, 1.7819], [-2.5818, -1.1261, -0.5243], [0.5679, 2.7279, 3.2062], [-2.1222, -0.1623, -1.9663], [4.7794, 3.8990, -3.1697], [1.6727, 4.4864, -1.5228], [0.0920, -3.7778, -7.1194], [-5.1236, 0.2583, 1.9977], [0.4861, -0.8488, 2.1462], [-0.0706, 2.9498, 0.4080], [-3.5139, -2.9434, -5.4165]], "lowdin_charge": [-0.156, 0.075, -0.044, 0.097, 0.030, -0.028, 0.115, -0.117, -0.050, 0.016, 0.986, -0.139, -0.049, -0.071, -0.167, 0.063, -0.669, -0.220, 0.108, -0.095, -0.062, 0.036, 0.123, 0.125, 0.077, -0.433, 0.086, 0.120, -0.150, 0.042, 0.099, 0.145, 0.089, 0.081, -0.064, -0.069, -0.229, -0.190, 0.117, 0.072, -0.218, 0.099, -0.208, -0.132, 0.104, -0.006, 0.127, 0.114, 0.132, 0.080, -0.227, -0.030, 0.077, 0.079, 0.089, 0.101, 0.082, 0.161, 0.065, 0.080, -0.126, 0.091, 0.121, -0.137, 0.136, -0.142, -0.045, 0.122, 0.089, -0.061, 0.082, 0.065, -0.167, -0.173, 0.106, 0.075, 0.080, 0.108, 0.083, -0.229, 0.074, 0.081, -0.149, 0.045, -0.225, -0.060, 0.072, 0.114, 0.104, -0.245, 0.062, -0.089, 0.075, -0.043, -0.024, -0.252, 0.527, 0.117, 0.114, 0.134, -0.182, 0.145, 0.120, 0.065, -0.145, 0.102, 0.120, -0.076, 0.071]}



{"formula": "C7H2N6", "method": "ωB97M-V with the def2-TZVPD basis set", "smiles": "N#CC(C#N)=NN1CC1(C#N)C#N", "orbital_gap_ev": 8.91, "e_homo_ev": -10.45, "symbols": ["H", "N", "H", "N", "N", "C", "C", "C", "C", "C", "C", "N", "C", "N", "N"], "xyz": [[-0.0611, 1.4176, 2.1051], [1.0977, 0.5284, -0.3907], [0.5398, 0.1102, 2.7071], [-1.3689, -2.9318, 1.5773], [3.4252, 1.2081, -2.7469], [1.2491, 0.4234, -1.6659], [2.4545, 0.9887, -2.1897], [-1.0446, -0.3300, 1.1710], [0.0688, 0.4302, 1.7981], [-1.1572, -1.7937, 1.4738], [-2.2319, 0.3732, 0.6657], [-0.5391, -0.8741, -2.8137], [0.3981, -0.3377, -2.4712], [-3.2111, 0.8043, 0.2781], [0.3808, -0.0168, 0.5018]], "nbo_charge": [0.227, -0.064, 0.226, -0.215, -0.243, -0.047, 0.246, -0.063, -0.211, 0.251, 0.236, -0.223, 0.214, -0.204, -0.132]}



{"formula": "C5H13NO", "method": "ωB97M-V with the def2-TZVPD basis set", "smiles": "C[C@H](N)CCCO", "orbital_gap_ev": 9.84, "e_homo_ev": -8.89, "symbols": ["H", "H", "C", "C", "C", "N", "H", "H", "O", "H", "C", "H", "H", "H", "H", "H", "H", "H", "C", "H"], "xyz": [[-0.4368, -1.7182, -0.9395], [-1.2348, 0.3795, 2.7816], [-0.8025, 0.5948, 0.7544], [0.5922, 0.7288, 0.0503], [-1.9284, 1.2987, 0.0158], [-0.6612, 0.9237, 2.1650], [-1.0094, -0.4727, 0.6825], [1.1958, 0.3221, 0.8844], [1.4611, -2.1788, -0.4491], [-1.6597, 1.8614, -0.8876], [0.6003, -1.4058, -1.2330], [-2.6923, 0.5987, -0.3466], [0.0258, 0.5595, -1.9923], [0.2830, 1.0517, 2.4857], [2.3592, -1.9115, -0.6668], [-2.4856, 1.9842, 0.6500], [0.4371, -1.7641, -2.2647], [0.8642, 1.7982, 0.0755], [0.7601, 0.1015, -1.3294], [1.8061, 0.2217, -1.6413]], "nbo_charge": [0.171, 0.370, -0.052, -0.398, -0.636, -0.861, 0.167, 0.204, -0.698, 0.202, -0.071, 0.206, 0.224, 0.366, 0.461, 0.226, 0.154, 0.200, -0.437, 0.202]}



What did the second record say?
{"formula": "C7H2N6", "method": "ωB97M-V with the def2-TZVPD basis set", "smiles": "N#CC(C#N)=NN1CC1(C#N)C#N", "orbital_gap_ev": 8.91, "e_homo_ev": -10.45, "symbols": ["H", "N", "H", "N", "N", "C", "C", "C", "C", "C", "C", "N", "C", "N", "N"], "xyz": [[-0.0611, 1.4176, 2.1051], [1.0977, 0.5284, -0.3907], [0.5398, 0.1102, 2.7071], [-1.3689, -2.9318, 1.5773], [3.4252, 1.2081, -2.7469], [1.2491, 0.4234, -1.6659], [2.4545, 0.9887, -2.1897], [-1.0446, -0.3300, 1.1710], [0.0688, 0.4302, 1.7981], [-1.1572, -1.7937, 1.4738], [-2.2319, 0.3732, 0.6657], [-0.5391, -0.8741, -2.8137], [0.3981, -0.3377, -2.4712], [-3.2111, 0.8043, 0.2781], [0.3808, -0.0168, 0.5018]], "nbo_charge": [0.227, -0.064, 0.226, -0.215, -0.243, -0.047, 0.246, -0.063, -0.211, 0.251, 0.236, -0.223, 0.214, -0.204, -0.132]}



Please write out number 2 again, unchanged.
{"formula": "C7H2N6", "method": "ωB97M-V with the def2-TZVPD basis set", "smiles": "N#CC(C#N)=NN1CC1(C#N)C#N", "orbital_gap_ev": 8.91, "e_homo_ev": -10.45, "symbols": ["H", "N", "H", "N", "N", "C", "C", "C", "C", "C", "C", "N", "C", "N", "N"], "xyz": [[-0.0611, 1.4176, 2.1051], [1.0977, 0.5284, -0.3907], [0.5398, 0.1102, 2.7071], [-1.3689, -2.9318, 1.5773], [3.4252, 1.2081, -2.7469], [1.2491, 0.4234, -1.6659], [2.4545, 0.9887, -2.1897], [-1.0446, -0.3300, 1.1710], [0.0688, 0.4302, 1.7981], [-1.1572, -1.7937, 1.4738], [-2.2319, 0.3732, 0.6657], [-0.5391, -0.8741, -2.8137], [0.3981, -0.3377, -2.4712], [-3.2111, 0.8043, 0.2781], [0.3808, -0.0168, 0.5018]], "nbo_charge": [0.227, -0.064, 0.226, -0.215, -0.243, -0.047, 0.246, -0.063, -0.211, 0.251, 0.236, -0.223, 0.214, -0.204, -0.132]}